(one)
{"formula": "C2H5ClS", "method": "ωB97M-V with the def2-TZVPD basis set", "elements": ["C", "C", "S", "Cl", "H", "H", "H", "H", "H"], "coordinates": [[0.367, 0.339, 0.869], [-0.659, 0.097, -0.275], [-0.878, -1.784, -0.633], [-2.153, 0.821, 0.250], [0.020, -0.200, 1.671], [1.274, -0.082, 0.583], [0.567, 1.345, 0.964], [-0.177, 0.595, -1.087], [-0.515, -1.708, -1.927]], "mulliken_charge": [-1.2807, 0.0236, -0.1933, -0.1639, 0.4045, 0.3541, 0.3844, 0.3337, 0.1376], "lumo_energy_ev": 0.80, "smiles": "C[C@@H](S)Cl", "multiplicity": 1, "homo_energy_ev": -9.518}

(two)
{"formula": "C2H5ClS", "method": "ωB97M-V with the def2-TZVPD basis set", "elements": ["C", "C", "S", "H", "H", "H", "H", "Cl", "H"], "coordinates": [[-0.096, -1.410, 0.352], [0.538, -0.249, -0.306], [2.104, -0.138, -0.688], [0.614, -2.224, 0.490], [-0.496, -1.105, 1.323], [-0.947, -1.751, -0.249], [-0.124, 0.578, -0.554], [-0.381, 3.141, 0.309], [-1.212, 3.159, -0.676]], "mulliken_charge": [-0.8369, 0.0378, -0.2396, 0.3060, 0.2619, 0.2714, 0.2070, -0.2569, 0.2493], "lumo_energy_ev": 0.05, "smiles": "CC=S.Cl", "multiplicity": 1, "homo_energy_ev": -8.621}

Q: Which of them is the most stable? A: (one).

(one)
{"formula": "C2H4N2O3", "method": "ωB97M-V with the def2-TZVPD basis set", "elements": ["O", "C", "N", "O", "C", "O", "N", "H", "H", "H", "H"], "coordinates": [[1.142, -2.055, -0.081], [0.402, -1.011, 0.003], [-0.265, -0.351, -1.034], [0.232, 1.025, -0.974], [-0.560, 1.600, 0.034], [-0.990, 0.717, 0.878], [0.180, -0.212, 1.188], [0.092, -0.586, -1.977], [0.122, 2.396, 0.403], [-1.550, 1.888, -0.400], [-0.196, -0.790, 2.091]], "mulliken_charge": [-0.5737, 0.5366, -0.2815, -0.2892, 0.0734, -0.2467, -0.2849, 0.2982, 0.2299, 0.2078, 0.3300], "lumo_energy_ev": 0.63, "smiles": "O=C1NOCON1", "multiplicity": 1, "homo_energy_ev": -9.909}

(two)
{"formula": "C2H4N2O3", "method": "ωB97M-V with the def2-TZVPD basis set", "elements": ["O", "N", "C", "O", "C", "N", "O", "H", "H", "H", "H"], "coordinates": [[-1.774, 1.598, -1.707], [-1.429, 1.798, -0.355], [-0.618, 0.934, 0.088], [0.026, 0.038, -0.841], [0.715, -0.962, -0.317], [0.772, -1.084, 0.911], [1.752, -1.953, 1.351], [-2.261, 2.563, -1.770], [-0.260, 0.696, 1.039], [1.485, -1.549, -0.831], [1.591, -2.077, 2.432]], "mulliken_charge": [-0.3736, -0.4106, 0.0461, -0.3155, 0.0613, -0.2596, -0.4468, 0.4112, 0.4920, 0.4253, 0.3702], "lumo_energy_ev": 0.74, "smiles": "O/N=C\\O/C=N/O", "multiplicity": 1, "homo_energy_ev": -9.362}

(three)
{"formula": "C2H4N2O3", "method": "ωB97M-V with the def2-TZVPD basis set", "elements": ["O", "C", "N", "N", "C", "O", "O", "H", "H", "H", "H"], "coordinates": [[-1.660, -1.686, 0.873], [-1.116, -0.761, 0.378], [-1.454, 0.201, -0.555], [-0.586, 0.713, 0.582], [0.747, 0.623, 0.204], [0.921, -0.958, 0.515], [1.104, 0.840, -1.093], [-2.390, 0.567, -0.398], [1.376, 1.142, 0.930], [0.993, -1.531, -0.263], [2.066, 0.851, -1.173]], "mulliken_charge": [-0.4701, 0.7036, -0.3716, -0.3943, 0.3039, -0.5755, -0.4775, 0.2946, 0.3011, 0.3347, 0.3510], "lumo_energy_ev": 0.31, "smiles": "O=C1NN1C(O)O", "multiplicity": 1, "homo_energy_ev": -9.665}

Q: Which of them is the most stable? A: (three).

(one)
{"formula": "C3H5ClS", "method": "ωB97M-V with the def2-TZVPD basis set", "elements": ["C", "C", "C", "S", "H", "H", "H", "H", "Cl", "H"], "coordinates": [[0.550, -0.328, -1.217], [0.181, -0.298, 0.172], [-0.006, -0.772, 1.401], [0.868, 0.766, 1.651], [0.768, 0.751, -1.446], [-0.177, -0.695, -1.932], [1.585, -0.833, -1.219], [-0.675, -1.156, 2.186], [-1.794, 1.874, 0.262], [-1.301, 0.691, 0.142]], "mulliken_charge": [-0.8043, -0.1375, -0.2600, -0.1208, 0.3081, 0.3221, 0.2789, 0.3359, -0.2661, 0.3435], "lumo_energy_ev": 0.18, "smiles": "CC1=CS1.Cl", "multiplicity": 1, "homo_energy_ev": -7.908}

(two)
{"formula": "C3H5ClS", "method": "ωB97M-V with the def2-TZVPD basis set", "elements": ["C", "C", "C", "S", "Cl", "H", "H", "H", "H", "H"], "coordinates": [[-0.286, 0.786, -0.572], [-1.082, 0.050, 0.499], [0.325, -0.279, 0.181], [0.890, -1.805, -0.497], [1.652, 0.317, 1.979], [-0.389, 0.559, -1.712], [0.033, 1.817, -0.424], [-1.151, 0.515, 1.529], [-1.811, -0.813, 0.345], [1.821, -1.147, -1.329]], "mulliken_charge": [-0.3825, -0.4445, 0.2008, -0.1455, -0.3482, 0.2500, 0.2270, 0.2296, 0.2506, 0.1626], "lumo_energy_ev": -0.61, "multiplicity": 1, "homo_energy_ev": -9.700}

(three)
{"formula": "C3H5ClS", "method": "ωB97M-V with the def2-TZVPD basis set", "elements": ["S", "C", "Cl", "C", "C", "H", "H", "H", "H", "H"], "coordinates": [[-1.024, 1.771, 0.092], [-0.585, -0.058, 0.001], [-1.911, -1.072, 0.028], [0.621, -0.308, -0.929], [0.745, -0.292, 0.508], [-1.837, 1.412, 1.024], [0.980, 0.577, -1.476], [0.556, -1.310, -1.299], [1.105, -1.196, 1.101], [1.350, 0.477, 0.949]], "mulliken_charge": [-0.1927, 0.2811, -0.1843, -0.6267, -0.3578, 0.1205, 0.2340, 0.2614, 0.2225, 0.2420], "lumo_energy_ev": 0.86, "smiles": "SC1(Cl)CC1", "multiplicity": 1, "homo_energy_ev": -9.159}

Q: Which of them is the most stable? A: (three).

(one)
{"formula": "C44H60BaGeIN4O4S2", "method": "ωB97M-V with the def2-TZVPD basis set", "elements": ["Ba", "C", "C", "C", "C", "O", "Ge", "O", "C", "C", "C", "C", "O", "C", "C", "C", "C", "H", "H", "H", "H", "H", "H", "H", "H", "H", "H", "H", "H", "H", "H", "H", "H", "H", "H", "H", "H", "H", "H", "H", "H", "H", "H", "H", "C", "C", "N", "N", "C", "S", "S", "C", "C", "C", "C", "C", "C", "C", "C", "C", "C", "C", "C", "C", "O", "H", "H", "H", "H", "H", "H", "H", "H", "H", "H", "H", "H", "H", "H", "I", "C", "C", "C", "C", "C", "C", "C", "C", "C", "C", "H", "H", "H", "H", "H", "H", "C", "C", "N", "C", "C", "N", "C", "C", "H", "H", "H", "H", "H", "H", "H", "H", "H", "H", "H", "H", "H"], "coordinates": [[-0.128, -0.800, -0.219], [-3.284, -3.143, -1.418], [-3.591, -1.751, -0.872], [-3.715, -1.814, 0.648], [-4.902, -1.254, -1.476], [-2.471, -0.910, -1.194], [-2.623, 0.788, -1.948], [-1.229, 1.590, -0.864], [-1.604, 2.921, -0.429], [-1.697, 3.821, -1.665], [-2.944, 2.985, 0.294], [-0.493, 3.439, 0.484], [-1.123, 0.335, -3.145], [-1.262, -0.452, -4.305], [-2.710, -0.572, -4.779], [-0.698, -1.846, -4.021], [-0.440, 0.201, -5.424], [-4.071, -3.851, -1.148], [-2.344, -3.513, -1.003], [-3.204, -3.123, -2.505], [-4.586, -2.398, 0.952], [-3.802, -0.809, 1.064], [-2.829, -2.281, 1.090], [-5.692, -1.972, -1.249], [-4.837, -1.158, -2.563], [-5.195, -0.288, -1.063], [-2.542, 3.540, -2.297], [-0.790, 3.758, -2.270], [-1.834, 4.862, -1.359], [-3.761, 2.630, -0.342], [-3.152, 4.028, 0.545], [-2.927, 2.419, 1.216], [0.426, 3.628, -0.082], [-0.297, 2.714, 1.273], [-0.794, 4.381, 0.944], [-3.325, -1.080, -4.033], [-2.764, -1.146, -5.706], [-3.138, 0.417, -4.957], [-1.217, -2.284, -3.173], [0.362, -1.757, -3.764], [-0.781, -2.516, -4.881], [-0.776, 1.229, -5.578], [-0.539, -0.345, -6.365], [0.622, 0.211, -5.156], [3.316, 1.103, 3.548], [2.817, 0.078, 2.556], [1.584, -0.296, 2.607], [0.974, 0.122, 3.793], [-0.295, 0.340, 3.754], [-1.292, 0.455, 2.397], [-0.943, 0.517, 5.425], [-2.531, 1.341, 5.251], [-2.506, 2.825, 4.978], [-1.333, 3.532, 4.758], [-1.369, 4.897, 4.507], [-2.580, 5.571, 4.460], [-3.760, 4.870, 4.674], [-3.719, 3.509, 4.933], [3.772, -0.483, 1.576], [5.151, -0.312, 1.765], [6.117, -0.850, 0.934], [5.720, -1.637, -0.143], [4.379, -1.839, -0.377], [3.362, -1.256, 0.434], [2.137, -1.427, 0.097], [2.920, 0.895, 4.539], [2.905, 2.077, 3.261], [4.395, 1.200, 3.598], [-3.042, 1.158, 6.201], [-3.103, 0.837, 4.474], [-0.384, 3.005, 4.795], [-0.444, 5.437, 4.346], [-2.606, 6.636, 4.262], [-4.713, 5.384, 4.643], [-4.642, 2.963, 5.101], [5.522, 0.246, 2.614], [7.165, -0.693, 1.155], [6.459, -2.104, -0.786], [4.036, -2.463, -1.195], [0.749, -4.017, -1.876], [0.594, -5.412, -0.334], [0.748, -6.746, -0.582], [0.613, -7.682, 0.459], [0.313, -7.278, 1.731], [0.142, -5.906, 2.021], [-0.190, -5.435, 3.313], [-0.363, -4.105, 3.576], [-0.196, -3.133, 2.553], [0.112, -3.626, 1.339], [0.299, -4.953, 0.967], [0.971, -7.090, -1.584], [0.744, -8.733, 0.235], [0.200, -8.004, 2.527], [-0.306, -6.163, 4.107], [-0.614, -3.775, 4.576], [-0.297, -2.075, 2.763], [3.689, 1.199, -3.666], [2.860, 0.273, -2.745], [2.117, 1.073, -1.786], [1.315, 2.078, -2.473], [2.236, 3.121, -3.143], [3.638, 2.578, -3.066], [4.085, 2.535, -1.631], [3.031, 1.717, -0.850], [3.280, 1.281, -4.672], [4.738, 0.910, -3.726], [3.508, -0.414, -2.200], [2.160, -0.315, -3.340], [0.652, 2.543, -1.756], [0.658, 1.584, -3.185], [2.245, 4.083, -2.629], [2.004, 3.282, -4.196], [4.264, 3.186, -3.589], [4.180, 3.564, -1.287], [5.068, 2.063, -1.619], [2.450, 2.352, -0.182], [3.536, 0.967, -0.245]], "mulliken_charge": [-0.8197, -1.4434, 1.3463, -1.3843, -1.8478, 1.0029, -1.0793, 2.2007, 0.4372, -1.3636, -1.6197, -0.9371, 0.7397, 1.9756, -1.8880, -0.8224, -1.8661, 0.4722, 0.0872, 0.2925, 0.4990, 0.2285, 0.1460, 0.4960, 0.3980, 0.3974, 0.3224, 0.0816, 0.4917, 0.2873, 0.5430, 0.1800, -0.0471, -0.0597, 0.5302, 0.2941, 0.4858, 0.3908, -0.1087, -0.1210, 0.2132, 0.4047, 0.4160, 0.2124, -1.5240, 0.6411, 0.9255, -1.1615, -0.0971, 0.1397, -0.2399, -0.8543, 0.5547, -0.1253, -0.6973, -0.4390, -0.5548, -0.4611, 0.5397, -0.7466, -1.2707, -0.7019, -0.6807, -0.5385, 0.8805, 0.3798, 0.2067, 0.4629, 0.5444, 0.2425, 0.3867, 0.4092, 0.3834, 0.3928, 0.3963, 0.1846, 0.4103, 0.4547, 0.5406, 0.2811, 0.2538, -0.4242, -0.7530, -0.8982, 0.8290, -0.9823, -0.9567, -0.7778, 1.5176, -0.5025, 0.4067, 0.3764, 0.4089, 0.3637, 0.5153, 0.5083, -0.9353, 0.7890, 1.5403, 0.6228, -1.2408, 0.0204, -1.1005, 1.1628, 0.3486, 0.3611, -0.1510, -0.5096, -0.6902, -0.3715, 0.3457, 0.3962, 0.3095, 0.3185, 0.4364, 0.3081, -1.2740], "lumo_energy_ev": [-0.78, -0.78], "multiplicity": 2, "homo_energy_ev": [-6.520, -6.517]}

(two)
{"formula": "C44H60BaGeIN4O4S2", "method": "ωB97M-V with the def2-TZVPD basis set", "elements": ["Ba", "C", "C", "C", "C", "O", "Ge", "O", "C", "C", "C", "C", "O", "C", "C", "C", "C", "H", "H", "H", "H", "H", "H", "H", "H", "H", "H", "H", "H", "H", "H", "H", "H", "H", "H", "H", "H", "H", "H", "H", "H", "H", "H", "H", "C", "C", "N", "N", "C", "S", "S", "C", "C", "C", "C", "C", "C", "C", "C", "C", "C", "C", "C", "C", "O", "H", "H", "H", "H", "H", "H", "H", "H", "H", "H", "H", "H", "H", "H", "I", "C", "C", "C", "C", "C", "C", "C", "C", "C", "C", "H", "H", "H", "H", "H", "H", "C", "C", "N", "C", "C", "N", "C", "C", "H", "H", "H", "H", "H", "H", "H", "H", "H", "H", "H", "H", "H"], "coordinates": [[0.265, 0.922, -0.268], [0.903, 3.275, -3.599], [-0.404, 3.385, -2.827], [-1.433, 2.405, -3.377], [-0.926, 4.813, -2.880], [-0.153, 2.965, -1.468], [0.163, 4.073, 0.068], [-1.091, 3.110, 1.061], [-2.460, 3.514, 1.192], [-3.033, 2.674, 2.332], [-3.210, 3.192, -0.092], [-2.562, 4.993, 1.538], [1.414, 2.818, 0.749], [2.696, 3.267, 1.236], [3.425, 4.006, 0.120], [2.486, 4.160, 2.447], [3.469, 2.009, 1.603], [0.750, 3.501, -4.656], [1.640, 3.976, -3.205], [1.310, 2.268, -3.516], [-1.678, 2.641, -4.416], [-1.045, 1.385, -3.357], [-2.350, 2.427, -2.790], [-1.180, 5.074, -3.909], [-1.822, 4.941, -2.277], [-0.178, 5.522, -2.530], [-2.520, 2.891, 3.269], [-2.904, 1.614, 2.104], [-4.098, 2.868, 2.473], [-3.013, 2.161, -0.387], [-4.288, 3.328, 0.032], [-2.886, 3.833, -0.907], [-2.249, 5.627, 0.710], [-3.591, 5.256, 1.790], [-1.928, 5.226, 2.395], [2.919, 4.937, -0.139], [4.444, 4.255, 0.421], [3.478, 3.375, -0.768], [1.993, 5.092, 2.174], [1.873, 3.651, 3.192], [3.445, 4.411, 2.907], [3.582, 1.359, 0.735], [4.465, 2.268, 1.967], [2.956, 1.455, 2.391], [-0.219, -3.407, -3.156], [-0.507, -2.186, -2.328], [0.383, -1.595, -1.616], [1.644, -2.260, -1.625], [2.654, -1.474, -1.803], [2.738, 0.232, -2.128], [4.189, -2.411, -1.656], [4.957, -2.035, -3.252], [4.315, -2.754, -4.408], [3.275, -2.161, -5.120], [2.655, -2.843, -6.156], [3.064, -4.122, -6.500], [4.107, -4.715, -5.802], [4.726, -4.032, -4.767], [-1.923, -1.663, -2.367], [-2.763, -2.135, -3.379], [-4.090, -1.752, -3.496], [-4.615, -0.872, -2.561], [-3.819, -0.374, -1.547], [-2.461, -0.728, -1.432], [-1.731, -0.228, -0.474], [0.719, -3.860, -2.853], [-0.120, -3.129, -4.207], [-1.029, -4.130, -3.087], [5.995, -2.347, -3.132], [4.944, -0.954, -3.396], [2.954, -1.166, -4.847], [1.848, -2.367, -6.697], [2.582, -4.652, -7.309], [4.440, -5.710, -6.064], [5.535, -4.504, -4.222], [-2.361, -2.819, -4.111], [-4.698, -2.133, -4.306], [-5.649, -0.556, -2.628], [-4.212, 0.330, -0.824], [2.353, -2.080, 1.505], [2.409, -1.654, 3.519], [3.166, -2.359, 4.411], [3.158, -2.016, 5.787], [2.405, -0.982, 6.255], [1.607, -0.218, 5.363], [0.812, 0.881, 5.787], [0.067, 1.609, 4.905], [0.050, 1.285, 3.509], [0.800, 0.221, 3.186], [1.618, -0.569, 3.989], [3.782, -3.180, 4.069], [3.771, -2.587, 6.472], [2.413, -0.724, 7.307], [0.823, 1.147, 6.836], [-0.509, 2.461, 5.250], [-0.479, 1.899, 2.792], [-2.338, -3.796, 3.747], [-1.041, -3.241, 3.113], [-1.348, -2.463, 1.931], [-1.934, -3.305, 0.909], [-3.221, -3.970, 1.450], [-3.469, -3.412, 2.833], [-3.597, -1.907, 2.784], [-2.248, -1.375, 2.255], [-2.573, -3.358, 4.717], [-2.362, -4.883, 3.828], [-0.373, -4.055, 2.833], [-0.518, -2.612, 3.831], [-1.213, -4.064, 0.601], [-2.162, -2.688, 0.047], [-3.139, -5.049, 1.586], [-4.108, -3.744, 0.858], [-4.335, -3.807, 3.192], [-3.859, -1.582, 3.791], [-4.429, -1.704, 2.109], [-1.770, -0.759, 3.014], [-2.411, -0.775, 1.350]], "mulliken_charge": [1.0026, -1.5274, 1.3345, -1.3991, -1.8663, 0.7126, -1.4369, 0.8330, 1.5000, -1.5822, -1.0487, -1.9258, 0.6544, 1.2363, -1.6852, -1.6638, -1.1965, 0.4713, 0.2958, 0.0624, 0.4821, 0.1641, 0.2062, 0.4656, 0.3431, 0.4234, 0.3588, 0.0504, 0.4703, -0.1519, 0.5757, -0.1266, 0.3484, 0.4241, 0.3667, 0.3996, 0.4821, 0.1966, 0.3380, 0.2459, 0.4277, 0.2208, 0.4381, 0.0991, -2.0547, 0.5173, 1.3348, -0.7527, -0.3749, -0.3695, -0.0428, -1.3441, 0.6893, -0.0874, -0.6999, -0.4600, -0.5323, -0.4347, 0.6636, -0.6817, -1.1538, -0.8648, -0.8563, -0.1530, 0.8732, 0.4981, 0.3245, 0.4753, 0.4990, 0.3785, 0.4161, 0.4379, 0.3841, 0.3818, 0.3577, 0.4095, 0.3755, 0.4108, 0.4489, 0.4265, 0.4740, -0.4620, -0.8009, -1.0818, 0.8106, -0.8310, -0.9455, 0.7592, 0.6051, -0.4498, 0.4844, 0.3888, 0.4480, 0.3776, 0.5030, -0.4242, -0.8369, -0.3462, 0.4738, 0.9383, -0.8720, -0.0606, -1.1317, 1.8180, 0.4219, 0.2964, 0.5342, 0.0596, 0.7652, -1.3276, 0.2558, 0.4597, 0.2928, 0.3904, 0.3682, -0.1015, -1.7125], "lumo_energy_ev": [-0.88, -0.88], "multiplicity": 2, "homo_energy_ev": [-6.848, -6.847]}

Q: Which of them is the most stable? A: (two).